C4H16N2O2 | ωB97M-V/def2-TZVPD

CARTESIAN COORDINATES (ANGSTROEM)
C1 0.3472 0.1796 -1.5207
N1 1.1479 0.9262 -0.5605
C2 -1.1114 0.5806 -1.7739
C3 -2.0873 -0.0843 -0.6987
C4 -2.2164 0.7670 0.5365
N2 -1.2432 0.3848 1.5922
H1 0.4797 -0.8787 -1.1819
H2 0.8848 0.0971 -2.5353
H3 1.5494 1.8605 -1.0485
H4 0.6752 1.0927 0.3113
H5 -1.5903 0.3283 -2.7477
H6 -1.1341 1.6187 -1.7057
H7 -1.8756 -1.1725 -0.6150
H8 -3.1542 -0.1931 -1.1696
H9 -2.0285 1.8336 0.2745
H10 -3.2134 0.6700 0.7682
H11 -1.6522 -0.1666 2.3189
H12 -0.6535 -0.2694 1.1605
H13 2.4404 -2.6844 -0.1510
H14 2.1935 -1.6218 0.8206
O1 1.6981 -2.4572 0.4115
H15 2.4848 0.5324 0.8483
H16 1.6913 0.2145 1.9287
O2 2.5491 0.0703 1.6189

Calculated values
SMILES	NCCCCN.O.O
charge	0
HOMO-LUMO gap	10.5	eV